Molecular formula: C34H47MnN5SSi
Method: DFT, ωB97M-V/def2-TZVPD

Positions of all 89 atoms, in Å:
Mn  -0.06303  0.43805  0.24535
S  -0.42935  -3.17522  -1.20851
Si  1.16689  -4.11168  -3.77568
N  -0.03118  -0.62281  -1.94442
N  0.54896  2.65570  0.43501
N  -0.22231  0.17608  2.75814
N  -1.93129  -0.65325  0.84515
N  -1.56736  1.83387  -0.77530
C  -3.96379  -1.83947  3.70366
C  3.44488  0.37392  -1.30912
C  1.96741  -0.47893  0.56281
C  -3.54018  -1.15108  2.58520
C  -1.65859  3.02662  -0.29286
C  -3.22875  -2.53042  4.66512
C  2.97015  -0.85623  -0.53151
C  -0.14635  4.95000  0.55681
C  2.08837  -5.11312  -2.49512
C  0.50672  3.01898  3.30575
C  0.81623  -2.30638  -3.46742
C  -2.70239  1.26770  -1.48656
C  4.19901  -1.61318  -0.00478
C  -0.36109  3.55820  0.27801
C  -2.20826  -0.90054  2.08175
C  -0.90131  -1.74839  4.09439
C  -0.98098  6.04597  0.52641
C  -2.35128  6.14826  0.30676
C  0.14036  -1.93738  -2.25021
C  2.34414  -4.12055  -5.26908
C  -2.90244  3.75717  -0.23830
C  -1.83249  -2.51670  4.75508
C  -2.95313  -0.88932  -0.15638
C  -3.62440  0.39934  -0.63152
C  -1.05832  -0.76172  3.04577
C  1.82708  3.01303  1.00416
C  0.82860  0.51183  3.69965
C  0.58669  1.88866  4.33073
C  1.15812  -1.32083  -4.36821
C  0.88846  0.01850  -4.07899
C  1.83136  3.25128  2.54988
C  -0.35473  -5.04150  -4.36101
C  -3.18915  5.07776  0.01092
C  0.32715  0.29291  -2.85227
H  -2.46398  -1.37205  -1.00561
H  -3.77594  3.15092  -0.42790
H  -5.04345  -1.88133  3.82614
H  2.47723  -1.53224  -1.24104
H  0.12472  -1.92548  4.38210
H  4.74416  -0.98263  0.70969
H  0.18193  3.94261  3.78860
H  2.85757  -4.50538  -2.00233
H  -3.99485  0.96593  0.23061
H  2.18887  4.26460  2.75189
H  -0.80935  -4.52395  -5.21564
H  1.40457  -5.46489  -1.72179
H  -2.29945  0.62196  -2.26962
H  4.89673  -1.90099  -0.80992
H  -1.41063  -3.19116  5.49668
H  4.10948  0.98404  -0.67965
H  -0.27700  2.74347  2.60733
H  1.14632  0.81897  -4.75964
H  -4.32787  -0.73520  1.96957
H  -3.77566  -3.12943  5.38392
H  3.88755  -2.52172  0.51940
H  -3.28246  2.05085  -1.98578
H  2.49297  2.18295  0.78331
H  2.58691  2.57791  2.96461
H  -2.80571  7.12642  0.40622
H  -0.35080  1.84734  4.89672
H  1.77952  0.51650  3.16285
H  1.39298  2.07996  5.05120
H  2.53281  0.09825  1.31735
H  0.87004  5.19603  0.83325
H  2.63687  -5.14710  -5.52532
H  -1.08915  -5.08413  -3.55122
H  -4.48914  0.12911  -1.24810
H  1.88258  -3.67412  -6.15978
H  2.57815  -5.96724  -2.98122
H  -0.10232  -6.06550  -4.67210
H  0.16257  1.32371  -2.54410
H  2.25252  3.89033  0.50539
H  -3.70780  -1.58528  0.21081
H  3.25752  -3.55445  -5.04451
H  0.92978  -0.20535  4.51429
H  -4.24745  5.31980  -0.03478
H  2.59534  0.99864  -1.59786
H  3.99964  0.10290  -2.21728
H  1.66140  -1.40296  1.07758
H  -0.47960  6.98253  0.75266
H  1.66342  -1.57827  -5.29628

Values from the calculation:
total charge = -2
largest force on an atom = 0.01430 Eh/bohr
<S²> = 8.758
E = -3436.2630 hartree
LUMO (spin up / spin down) = 0.1727 / 0.1727 Ha
HOMO (spin up / spin down) = -0.7 / -1.3 eV
energy above the lowest of the compared OMol25 structures with the same formula, charge and spin = 0.000 eV
multiplicity = 6

***

Molecular formula: C34H49AsN4O5P2RbS
Method: DFT, ωB97M-V/def2-TZVPD

Positions of all 97 atoms, in Å:
Rb  -0.22353  0.46298  0.28463
As  -4.43805  1.15838  0.09995
S  -3.61903  1.87589  1.88912
P  -1.72125  -0.95618  3.88286
P  -1.59787  -3.99677  1.61806
O  -0.31466  -1.69744  -1.22984
O  -2.15976  3.42933  -2.64555
O  0.55191  6.90353  -2.39137
O  2.14316  -0.16830  1.70206
O  1.01695  3.23710  0.53661
N  2.38361  -1.24959  -0.71468
N  -1.01518  5.28778  -2.20832
N  2.60650  -1.81296  -1.82722
N  -0.67645  3.26720  -0.94724
C  5.52664  -1.45556  2.08063
C  3.33964  -0.76484  1.40100
C  1.96626  0.29882  3.00526
C  0.37584  6.11311  0.63984
C  -0.70395  -2.78135  -3.29645
C  2.00841  -2.46131  -3.96232
C  1.55916  -3.42973  -6.14461
C  0.39046  3.85343  -0.31698
C  3.79545  -2.74804  -5.56606
C  -6.20651  0.37169  0.36872
C  0.19069  -2.06713  -2.32911
C  -1.07429  5.96484  1.09821
C  3.49455  -1.29648  0.13194
C  2.99938  4.45609  -1.60362
C  -0.27900  -3.20999  -4.50339
C  2.32936  5.51410  -0.69375
C  -0.28082  -3.11948  2.52833
C  2.87530  -3.27936  -6.50196
C  1.10289  -3.04671  -4.85874
C  4.70960  -1.95939  -0.13370
C  -0.72020  -2.49637  3.93153
C  -3.47406  -1.46806  3.78741
C  1.55513  -2.02449  -2.68410
C  5.70571  -2.04005  0.80049
C  0.14304  5.90235  -1.78895
C  -1.71605  -5.50992  2.73492
C  -3.55987  -0.22198  -0.85464
C  3.36844  -2.32508  -4.32943
C  0.81075  5.30902  -0.58365
C  -1.28624  3.92483  -1.93573
C  -0.64216  -4.66751  0.20190
C  4.34172  -0.81953  2.38308
C  -4.73940  2.43290  -1.31890
C  -1.64754  -0.58870  5.67145
H  0.20214  -2.29020  4.52169
H  -0.92326  -3.80357  -5.20588
H  0.85200  -3.90154  -6.82245
H  4.17895  -0.35255  3.37127
H  4.80303  -2.63693  -5.92927
H  3.28324  -3.55245  -7.49898
H  2.13938  -0.49701  3.74357
H  -4.16010  -0.60920  3.71237
H  -0.65865  -0.21558  6.00622
H  -2.48554  -5.37841  3.51613
H  2.80325  5.45196  0.28639
H  2.61779  1.13625  3.24067
H  -2.06187  -6.36127  2.14305
H  -0.73230  -5.80463  3.19854
H  -1.46160  5.60956  -3.07019
H  2.44469  4.21953  -2.52126
H  -2.68856  0.14600  -1.41081
H  3.99389  4.78389  -1.87956
H  -6.18908  -0.51894  1.02890
H  -5.24193  1.91563  -2.15396
H  -3.68403  2.66287  -1.59143
H  3.05069  3.51376  -1.07474
H  0.57025  -3.77090  2.73216
H  6.29038  -1.54433  2.84007
H  2.45711  6.51451  -1.11148
H  -1.29461  -3.23652  4.49484
H  -3.75675  -2.17791  4.54429
H  -6.86839  1.13840  0.75319
H  0.04110  -2.32982  1.83356
H  0.34620  -5.07320  0.48845
H  -4.24803  -0.61943  -1.61900
H  -6.65743  0.07408  -0.58487
H  -2.37721  0.22457  5.90192
H  -1.71334  -2.93267  -2.98641
H  0.94397  0.62631  3.07625
H  -1.89295  -1.44916  6.32016
H  0.95479  5.74154  1.46136
H  6.63693  -2.52952  0.56317
H  -1.24925  -5.43945  -0.20818
H  -3.58368  -1.97542  2.80932
H  4.86656  -2.41923  -1.10190
H  0.67002  7.16205  0.47971
H  -1.28960  6.73376  1.86612
H  -1.81436  6.14750  0.32394
H  -5.36036  3.27715  -1.05065
H  -1.29051  5.01143  1.56998
H  -0.45160  -3.91542  -0.57199
H  -3.23828  -1.03192  -0.20297
H  4.03226  -1.82465  -3.63899

Values from the calculation:
total charge = -1
largest force on an atom = 0.04191 Eh/bohr
E = -5261.1017 hartree
LUMO = 0.0732 Ha
HOMO = -4.5 eV
energy above the lowest of the compared OMol25 structures with the same formula, charge and spin = 0.376 eV
multiplicity = 1

***

Question: Which formula does entry 1 have?
Answer: C34H47MnN5SSi

***

Question: Which of these has the lowest energy above the lowest of the compared OMol25 structures with the same formula, charge and spin?
Answer: C34H47MnN5SSi

***

Question: Which formula does entry 1 have?
Answer: C34H47MnN5SSi